(1)
The following is a DFT calculation (ωB97M-V/def2-TZVPD) of a cluster of 2 separate species, C5H7F in total.

As for the multiplicity: 3. As for the expectation value of S²: 2.017. Its charge is 0. As for the largest force on an atom: 3.98 eV/A. For the frontier orbital gap (spin up / spin down), the calculation gives 8.11 / 7.61 eV. The LUMO energy (spin up / spin down) comes out at 1.077 / -3.164 eV.

Geometry (Å):
C (3.184, -0.095, -0.032)
C (1.985, -0.050, -0.082)
C (-0.993, -0.243, 1.389)
C (-0.894, -0.113, -1.289)
C (-0.453, 0.285, 0.084)
F (-0.424, 1.635, 0.211)
H (4.179, 0.192, -0.448)
H (-1.114, -1.234, 1.246)
H (-0.421, 0.102, 2.236)
H (-2.038, 0.218, 1.506)
H (-1.975, 0.104, -1.278)
H (-0.325, 0.421, -2.062)
H (-0.710, -1.222, -1.481)

***

(2)
The following is a DFT calculation (ωB97M-V/def2-TZVPD) of a structure of composition C57H48FN6PSTi.

As for the multiplicity: 1. Its charge is 0. As for the largest force on an atom: 0.58 eV/A. For the frontier orbital gap, the calculation gives 6.77 eV. The LUMO energy comes out at -0.051 eV.

Geometry (Å):
Ti (1.094, 0.584, 0.512)
C (-1.543, -3.386, 3.453)
C (-1.606, -2.698, 4.657)
C (-1.686, -1.325, 4.625)
C (-1.674, -0.680, 3.384)
N (-1.657, -1.323, 2.222)
C (-1.581, -2.660, 2.279)
N (-1.805, 0.708, 3.413)
C (-1.004, 1.580, 2.953)
N (0.211, 1.512, 2.246)
C (0.835, 2.747, 2.491)
N (2.071, 3.063, 2.531)
C (3.097, 2.152, 2.391)
C (4.295, 2.491, 3.033)
C (5.366, 1.631, 2.990)
C (5.232, 0.433, 2.295)
C (4.032, 0.170, 1.676)
N (2.980, 1.007, 1.699)
C (-0.182, 3.731, 2.922)
C (-0.117, 5.100, 3.111)
C (-1.256, 5.726, 3.600)
C (-2.397, 4.992, 3.931)
C (-2.432, 3.612, 3.774)
C (-1.308, 3.009, 3.239)
H (-1.460, -4.464, 3.419)
H (-1.590, -3.226, 5.603)
H (-1.752, -0.728, 5.524)
H (-1.534, -3.159, 1.321)
H (4.332, 3.437, 3.553)
H (6.293, 1.883, 3.487)
H (6.038, -0.282, 2.225)
H (3.884, -0.756, 1.139)
H (0.786, 5.647, 2.877)
H (-1.260, 6.799, 3.741)
H (-3.260, 5.510, 4.330)
H (-3.292, 3.022, 4.065)
C (-1.058, -6.465, -3.937)
C (-0.690, -6.505, -2.601)
C (-0.679, -5.337, -1.850)
C (-1.022, -4.113, -2.422)
C (-1.394, -4.089, -3.766)
C (-1.412, -5.254, -4.517)
P (-0.956, -2.652, -1.305)
C (-2.361, -1.689, -1.979)
C (-3.615, -1.959, -1.429)
C (-4.768, -1.450, -2.016)
C (-4.673, -0.641, -3.141)
C (-3.425, -0.315, -3.657)
C (-2.277, -0.841, -3.082)
C (0.583, -1.815, -1.822)
C (1.353, -2.282, -2.884)
C (2.641, -1.803, -3.126)
C (3.198, -0.869, -2.278)
C (2.421, -0.409, -1.217)
C (1.131, -0.831, -0.982)
H (-1.074, -7.374, -4.524)
H (-0.416, -7.446, -2.140)
H (-0.396, -5.372, -0.804)
H (-1.676, -3.154, -4.234)
H (-1.703, -5.218, -5.560)
H (-3.684, -2.600, -0.556)
H (-5.740, -1.703, -1.608)
H (-5.570, -0.260, -3.613)
H (-3.344, 0.336, -4.518)
H (-1.304, -0.598, -3.491)
H (0.958, -3.050, -3.533)
H (3.206, -2.183, -3.968)
H (4.203, -0.493, -2.428)
H (2.898, 0.333, -0.563)
C (-4.613, 1.931, -0.968)
N (-3.628, 1.211, -0.124)
C (-4.295, 0.660, 1.082)
C (-2.433, 2.079, 0.261)
C (-1.542, 2.282, -0.920)
C (-1.910, 3.265, -1.852)
C (-1.334, 3.297, -3.102)
C (-0.405, 2.305, -3.408)
C (0.015, 1.414, -2.440)
C (-0.475, 1.391, -1.111)
H (-5.450, 1.271, -1.173)
H (-4.141, 2.231, -1.896)
H (-4.949, 2.806, -0.414)
H (-3.240, 0.426, -0.662)
H (-4.689, 1.494, 1.660)
H (-3.566, 0.120, 1.679)
H (-5.104, 0.004, 0.769)
H (-1.914, 1.491, 1.000)
H (-2.849, 2.982, 0.711)
H (-2.663, 4.000, -1.584)
H (-1.606, 4.057, -3.823)
H (0.040, 2.266, -4.396)
H (0.815, 0.750, -2.739)
F (2.243, -4.574, 4.141)
C (2.009, -3.513, 3.329)
C (1.703, -2.290, 3.889)
C (1.448, -1.221, 3.043)
C (1.474, -1.314, 1.639)
C (1.810, -2.582, 1.148)
C (2.077, -3.678, 1.967)
H (1.663, -2.185, 4.966)
H (1.228, -0.270, 3.512)
H (1.891, -2.757, 0.083)
H (2.334, -4.645, 1.551)
S (2.030, 2.828, -0.484)
C (3.458, 2.515, -1.477)
C (3.366, 2.528, -2.870)
C (4.480, 2.289, -3.661)
C (5.713, 2.024, -3.079)
C (5.823, 2.027, -1.694)
C (4.712, 2.283, -0.902)
H (2.405, 2.731, -3.323)
H (4.384, 2.306, -4.740)
H (6.581, 1.834, -3.697)
H (6.784, 1.846, -1.227)
H (4.812, 2.327, 0.174)

***

(3)
The following is a DFT calculation (ωB97M-V/def2-TZVPD) of a structure of composition C43H33Cl5F4GeN3O5Sc.

As for the multiplicity: 2. As for the expectation value of S²: 0.775. Its charge is +1. As for the largest force on an atom: 4.39 eV/A. For the frontier orbital gap (spin up / spin down), the calculation gives 4.54 / 7.29 eV. The LUMO energy (spin up / spin down) comes out at -2.910 / -2.911 eV.

Geometry (Å):
Sc (0.974, -2.203, -1.055)
F (-2.530, 3.743, -0.948)
C (-2.800, 2.559, -0.355)
C (-2.162, 1.438, -0.690)
C (-2.303, 0.266, 0.086)
C (-1.542, -0.835, 0.020)
O (-0.381, -0.838, -0.692)
C (-1.918, -2.083, 0.679)
C (-3.124, -2.088, 1.299)
N (-3.956, -1.025, 1.354)
C (-5.319, -1.212, 1.864)
C (-6.629, -0.455, 1.625)
C (-5.965, -0.522, 2.979)
C (-3.521, 0.196, 0.867)
C (-4.219, 1.367, 1.186)
C (-3.769, 2.604, 0.673)
N (-4.481, 3.815, 0.977)
C (-5.264, 4.338, -0.142)
C (-6.055, 5.532, 0.273)
N (-5.992, 5.641, 1.794)
C (-4.601, 5.862, 2.257)
C (-3.688, 4.826, 1.650)
C (-1.203, -3.409, 0.669)
O (-1.677, -4.426, 1.125)
O (0.012, -3.397, 0.104)
H (-1.392, 1.513, -1.475)
H (-3.528, -2.928, 1.846)
H (-5.529, -2.289, 1.841)
H (-7.526, -1.037, 1.554)
H (-6.645, 0.537, 1.138)
H (-6.363, -1.093, 3.782)
H (-5.641, 0.495, 3.334)
H (-5.140, 1.224, 1.725)
H (-5.915, 3.473, -0.404)
H (-4.666, 4.660, -1.065)
H (-7.100, 5.480, 0.021)
H (-5.698, 6.476, -0.031)
H (-6.315, 4.775, 2.271)
H (-6.592, 6.441, 2.025)
H (-4.737, 5.652, 3.297)
H (-4.395, 6.920, 2.126)
H (-3.107, 4.416, 2.465)
H (-2.958, 5.436, 0.936)
Cl (-1.128, -2.136, -4.153)
C (0.348, -3.048, -4.213)
C (1.005, -3.189, -3.020)
C (2.160, -3.950, -3.141)
Cl (3.072, -4.157, -1.673)
C (2.591, -4.536, -4.315)
Cl (4.095, -5.330, -4.528)
C (1.779, -4.516, -5.455)
Cl (2.057, -5.440, -6.915)
C (0.698, -3.638, -5.395)
Cl (-0.161, -3.337, -6.864)
F (1.370, -3.003, 3.371)
C (2.188, -1.994, 3.157)
F (2.007, -1.046, 4.083)
F (3.424, -2.418, 3.293)
C (1.904, -1.235, 1.786)
O (1.263, -0.223, 1.836)
O (2.467, -1.687, 0.611)
C (7.067, -3.911, -0.667)
C (5.987, -4.121, 0.191)
C (5.086, -3.117, 0.397)
C (5.242, -1.942, -0.244)
C (6.360, -1.698, -1.034)
C (7.307, -2.660, -1.203)
Ge (3.927, -0.580, 0.005)
C (4.054, 0.673, 1.378)
C (3.429, 1.913, 1.231)
C (3.487, 2.759, 2.286)
C (4.288, 2.500, 3.406)
C (4.909, 1.303, 3.545)
C (4.783, 0.361, 2.542)
C (3.155, -0.148, -1.754)
C (1.932, 0.543, -1.752)
C (1.243, 0.792, -2.913)
C (1.724, 0.282, -4.114)
C (2.904, -0.509, -4.138)
C (3.568, -0.635, -2.960)
H (7.672, -4.775, -0.913)
H (5.829, -5.155, 0.496)
H (4.283, -3.329, 1.047)
H (6.435, -0.778, -1.684)
H (8.151, -2.525, -1.848)
H (2.851, 2.124, 0.363)
H (3.011, 3.720, 2.257)
H (4.258, 3.209, 4.272)
H (5.414, 1.076, 4.480)
H (5.238, -0.628, 2.558)
H (1.494, 0.838, -0.765)
H (0.312, 1.409, -2.959)
H (1.160, 0.395, -4.990)
H (3.282, -1.034, -5.022)
H (4.379, -1.314, -2.943)

***

(4)
The following is a DFT calculation (ωB97M-V/def2-TZVPD) of the molecule C4H8O2.

As for the multiplicity: 1. Its charge is 0. Its SMILES is C[C@]1(O)C[C@H]1O. As for the largest force on an atom: 8.71 eV/A. For the frontier orbital gap, the calculation gives 9.47 eV. The LUMO energy comes out at 0.868 eV.

Geometry (Å):
C (1.997, 0.180, 0.571)
C (0.469, 0.067, -0.112)
C (-0.394, 1.319, -0.700)
C (-0.916, 0.289, 0.519)
H (2.312, -0.981, 0.537)
H (2.586, 0.940, -0.292)
H (2.019, 0.563, 1.805)
H (1.112, -1.125, -1.240)
H (-0.418, 2.317, -0.399)
H (-0.679, 1.105, -1.723)
H (-1.013, 0.726, 1.560)
H (-2.591, -0.222, 0.533)
O (0.470, -1.189, -0.604)
O (-1.754, -0.618, 0.298)

***

(5)
The following is a DFT calculation (ωB97M-V/def2-TZVPD) of the molecule C7H10N4.

As for the multiplicity: 1. Its charge is 0. Its SMILES is [H]/N=N/[C@@H]1CN(C)c2cc[nH]c21. As for the largest force on an atom: 5.59 eV/A. For the frontier orbital gap, the calculation gives 8.38 eV. The LUMO energy comes out at 0.925 eV.

Geometry (Å):
C (-1.296, 1.551, -0.716)
C (-0.652, 2.714, -0.390)
C (-0.449, 0.500, -0.349)
C (0.659, 1.078, 0.193)
C (0.572, -1.322, 0.515)
C (1.597, -0.183, 0.597)
C (-1.764, -1.433, -0.177)
N (3.580, 0.601, -0.290)
N (2.681, -0.215, -0.365)
N (0.577, 2.390, 0.148)
N (-0.448, -0.902, -0.472)
H (-2.393, 1.560, -1.031)
H (-1.048, 3.698, -0.501)
H (1.141, -2.255, 0.207)
H (0.002, -1.243, 1.573)
H (1.992, 0.051, 1.678)
H (-2.444, -1.176, -0.979)
H (-1.602, -2.518, -0.117)
H (-2.141, -1.060, 0.780)
H (4.180, 0.326, -1.143)
H (1.222, 2.963, 0.637)

***

(6)
The following is a DFT calculation (ωB97M-V/def2-TZVPD) of a cluster of 9 separate species, C4H27NO8 in total.

As for the multiplicity: 1. Its charge is 0. Its SMILES is CCCNC.O.O.O.O.O.O.O.O. As for the largest force on an atom: 4.49 eV/A. For the frontier orbital gap, the calculation gives 8.43 eV. The LUMO energy comes out at -0.025 eV.

Geometry (Å):
C (3.250, -0.786, -0.748)
C (1.844, -1.210, -0.447)
C (1.414, -1.132, 0.998)
N (0.018, -1.485, 1.150)
C (-0.441, -1.813, 2.531)
H (3.571, 0.244, -0.513)
H (3.985, -1.204, 0.138)
H (3.490, -0.981, -1.851)
H (1.033, -0.814, -1.048)
H (1.589, -2.365, -0.741)
H (2.104, -1.868, 1.489)
H (1.394, -0.064, 1.208)
H (-0.565, -0.776, 0.723)
H (-1.519, -2.030, 2.585)
H (0.211, -2.675, 2.783)
H (-0.286, -0.867, 3.171)
H (-2.018, -0.676, -2.101)
H (-3.058, 0.364, -2.450)
O (-2.192, 0.123, -2.519)
H (1.973, 2.047, -2.429)
H (2.602, 1.265, -1.416)
O (2.762, 2.200, -1.857)
H (-2.391, -2.536, -0.175)
H (-1.220, -3.511, 0.099)
O (-1.956, -3.350, -0.548)
H (1.470, 3.131, -1.005)
H (1.197, 3.458, 0.305)
O (0.961, 3.749, -0.551)
H (-2.975, -0.374, 0.881)
H (-4.092, -0.913, 0.058)
O (-3.113, -0.786, -0.015)
H (-1.484, 1.701, 2.542)
H (-2.794, 1.174, 2.286)
O (-2.042, 0.947, 2.758)
H (-0.641, 1.106, -2.334)
H (-0.032, 2.496, -2.293)
O (0.108, 1.602, -2.008)
H (-0.501, 1.709, -0.130)
H (-0.769, 2.947, 0.778)
O (-0.886, 1.954, 0.697)

***

Computed relative energy (zero: lowest compared OMol25 entry of this formula, charge and spin), in the same sequence as the records: 356.5, 20.9, 72.1, 529.9, 347.7, 345.0 kJ/mol.